Entry from the Open Molecules 2025 dataset: a cluster of 20 separate species, H40O20 in total in a non-equilibrium geometry (ωB97M-V with the def2-TZVPD basis set).

```
60
Properties=species:S:1:pos:R:3:mulliken_charge:R:1
O -0.167 -1.857 -2.265 -0.653
H 0.061 -1.138 -2.973 0.506
H -0.416 -1.222 -1.507 0.298
O -4.005 2.537 3.576 -0.611
H -3.121 2.948 3.646 0.329
H -4.107 1.819 3.053 0.293
O -3.481 -1.657 3.421 -0.541
H -2.869 -1.800 2.900 0.234
H -3.320 -1.244 4.249 0.317
O -1.236 5.041 -1.974 -0.688
H -1.721 5.773 -1.464 0.330
H -0.250 5.448 -1.891 0.354
O -0.157 -4.154 3.872 -0.571
H -0.683 -3.597 4.380 0.295
H 0.541 -4.003 3.319 0.282
O -2.102 -0.817 -0.275 -0.526
H -2.963 -1.074 -0.459 0.261
H -1.901 -1.134 0.663 0.254
O 2.061 -0.553 5.021 -0.582
H 2.557 -1.082 4.536 0.258
H 2.630 0.269 4.970 0.332
O 2.732 4.422 -0.222 -0.642
H 3.276 4.504 -1.054 0.343
H 2.286 3.586 -0.328 0.318
O 2.617 1.838 3.705 -0.615
H 2.145 2.180 2.918 0.321
H 2.761 2.457 4.346 0.299
O 5.461 0.241 -0.279 -0.531
H 5.393 0.330 -1.181 0.277
H 5.648 -0.549 0.023 0.266
O -0.042 0.290 -3.913 -0.631
H -0.580 1.156 -3.863 0.268
H 0.566 0.288 -4.640 0.291
O -1.113 -1.885 -5.168 -0.660
H -0.730 -1.737 -4.276 0.204
H -1.754 -2.625 -4.899 0.343
O 1.928 -4.842 1.253 -0.594
H 1.291 -5.315 0.847 0.302
H 1.908 -3.954 1.594 0.277
O 1.717 3.027 -3.240 -0.572
H 1.407 2.452 -2.600 0.292
H 1.182 3.494 -3.842 0.288
O -5.521 -2.899 -0.132 -0.614
H -4.842 -2.435 -0.594 0.286
H -5.909 -2.185 0.346 0.322
O 3.473 -2.422 -0.856 -0.575
H 3.472 -1.948 -1.716 0.299
H 2.879 -3.126 -0.817 0.291
O 2.415 1.883 0.648 -0.695
H 2.900 2.413 1.243 0.340
H 2.466 1.064 1.186 0.297
O -0.051 -4.369 -3.543 -0.639
H 0.101 -3.786 -4.250 0.299
H 0.065 -3.657 -2.893 0.377
O -4.347 0.331 0.356 -0.585
H -4.329 1.086 -0.136 0.283
H -3.930 0.633 1.263 0.283
O -0.746 3.520 0.095 -0.543
H -0.025 3.870 -0.221 0.271
H -1.519 4.170 0.040 0.289
```

Output
E_LUMO ... -0.522 eV
HOMO level ... -10.782 eV

Entry from the Open Molecules 2025 dataset: a cluster of 20 separate species, H40O20 in total in a non-equilibrium geometry (ωB97M-V with the def2-TZVPD basis set).

```
60
Properties=species:S:1:pos:R:3:mulliken_charge:R:1
O -3.825 -1.430 -3.240 -0.648
H -3.249 -1.640 -3.975 0.281
H -3.292 -1.594 -2.463 0.392
O -2.081 1.450 -3.135 -0.515
H -2.677 0.780 -2.800 0.280
H -2.412 2.270 -2.768 0.275
O -0.544 -3.205 1.558 -0.701
H -0.372 -2.332 1.206 0.353
H -0.504 -3.783 0.796 0.270
O -0.377 0.734 -5.034 -0.703
H -0.762 1.234 -4.315 0.369
H -0.231 -0.139 -4.669 0.402
O 1.935 3.134 -0.904 -0.616
H 2.440 3.088 -0.092 0.312
H 2.421 3.750 -1.453 0.321
O -4.055 -3.761 -1.074 -0.624
H -3.159 -3.574 -0.795 0.330
H -4.605 -3.286 -0.451 0.296
O -2.026 3.864 0.774 -0.656
H -2.691 3.180 0.858 0.330
H -1.465 3.748 1.541 0.336
O 2.101 0.465 -2.064 -0.552
H 2.969 0.296 -2.429 0.273
H 2.205 1.273 -1.562 0.256
O 3.711 -2.189 -1.194 -0.621
H 4.486 -1.680 -0.957 0.301
H 2.973 -1.622 -0.970 0.323
O 0.220 1.562 2.207 -0.457
H 0.904 1.356 2.844 0.336
H 0.201 2.519 2.176 0.190
O -0.692 -4.961 -0.977 -0.570
H -0.585 -4.952 -1.928 0.272
H -0.795 -5.886 -0.756 0.268
O 0.321 -1.354 -3.450 -0.758
H 0.778 -0.587 -3.107 0.414
H 1.010 -1.889 -3.844 0.266
O -0.160 -1.328 6.191 -0.608
H -0.181 -1.712 5.315 0.359
H 0.214 -0.457 6.063 0.288
O 2.519 0.691 3.430 -0.635
H 2.599 0.910 4.358 0.304
H 2.797 -0.223 3.375 0.272
O 0.215 4.428 2.483 -0.638
H -0.107 5.203 2.023 0.286
H 0.895 4.761 3.068 0.228
O -0.780 -3.277 4.359 -0.643
H -0.562 -3.155 3.435 0.403
H -0.554 -4.190 4.540 0.296
O -0.618 3.955 -1.674 -0.628
H 0.266 3.668 -1.448 0.357
H -1.121 3.841 -0.868 0.377
O 3.344 2.700 1.540 -0.669
H 2.969 2.196 2.262 0.330
H 4.267 2.444 1.523 0.268
O -0.212 -0.397 0.351 -0.630
H -0.302 0.216 1.080 0.336
H 0.298 0.081 -0.303 0.161
O -1.704 -1.897 -1.602 -0.454
H -0.956 -1.918 -2.198 0.264
H -1.402 -1.380 -0.855 0.349
```

Output
E_LUMO ... -0.869 eV
HOMO level ... -9.634 eV

Entry from the Open Molecules 2025 dataset: a cluster of 2 separate species, H4I2OSi2 in total in a non-equilibrium geometry (ωB97M-V with the def2-TZVPD basis set).

```
9
Properties=species:S:1:pos:R:3:mulliken_charge:R:1
I -1.469 0.936 0.451 0.002
Si -1.664 -1.124 -0.924 0.159
I -0.380 -3.072 0.024 -0.046
H -1.217 -1.222 -2.321 -0.051
H -3.180 -1.624 -0.685 -0.025
O 1.821 0.216 1.661 -0.349
Si 2.006 1.481 0.886 0.374
H 1.651 2.877 1.522 -0.036
H 2.432 1.531 -0.613 -0.028
```

Output
E_LUMO ... -0.459 eV
HOMO level ... -9.623 eV

Entry from the Open Molecules 2025 dataset: an isolated molecule of H4N2 in a non-equilibrium geometry (ωB97M-V with the def2-TZVPD basis set).

```
6
Properties=species:S:1:pos:R:3:mulliken_charge:R:1
N -0.113 0.616 0.277 -0.457
N -0.014 -0.805 -0.019 -0.497
H 0.753 1.034 -0.082 0.221
H -0.052 0.831 1.233 0.216
H 0.461 -0.743 -1.109 0.252
H -1.035 -0.932 -0.300 0.266
```

Output
E_LUMO ... 1.199 eV
HOMO level ... -8.758 eV

Entry from the Open Molecules 2025 dataset: a cluster of 2 separate species, H4N2O in total in a non-equilibrium geometry (ωB97M-V with the def2-TZVPD basis set).

```
7
Properties=species:S:1:pos:R:3:mulliken_charge:R:1
H 0.907 2.335 -0.146 0.244
N 0.243 1.613 -0.515 -0.234
N 0.733 0.452 -0.193 -0.280
H 1.806 0.516 -0.432 0.237
O -1.616 -1.545 0.468 -0.663
H -1.220 -2.409 0.589 0.318
H -0.852 -0.962 0.229 0.377
```

Output
E_LUMO ... -0.622 eV
HOMO level ... -10.111 eV

Entry from the Open Molecules 2025 dataset: a cluster of 2 separate species, H4N2O in total in a non-equilibrium geometry (ωB97M-V with the def2-TZVPD basis set).

```
7
Properties=species:S:1:pos:R:3:mulliken_charge:R:1
H 0.240 0.515 0.257 0.225
N 0.304 0.435 1.281 -0.128
N -0.421 1.245 1.857 -0.289
H -1.077 1.789 1.197 0.198
O 0.497 -1.014 -1.327 -0.638
H -0.302 -1.522 -1.104 0.322
H 0.759 -1.448 -2.160 0.310
```

Output
E_LUMO ... 0.677 eV
HOMO level ... -9.162 eV

Entry from the Open Molecules 2025 dataset: a structure of composition H4N2O2P in a non-equilibrium geometry (ωB97M-V with the def2-TZVPD basis set).

```
9
Properties=species:S:1:pos:R:3:mulliken_charge:R:1
N 0.348 0.014 -1.305 -0.557
N -0.156 0.508 0.003 -0.416
O -1.479 -1.742 -0.096 -0.664
O -3.274 0.851 -0.665 -0.886
P -1.670 -0.331 0.363 0.614
H 1.150 -0.584 -0.924 0.260
H -0.273 -0.765 -1.668 0.299
H -0.691 1.388 -0.247 0.328
H -2.113 -0.410 1.690 0.023
```

Output
E_LUMO ... 4.511 eV
HOMO level ... -3.568 eV
Net charge ... -1

Entry from the Open Molecules 2025 dataset: a cluster of 2 separate species, H4N2O2P in total in a non-equilibrium geometry (ωB97M-V with the def2-TZVPD basis set).

```
9
Properties=species:S:1:pos:R:3:mulliken_charge:R:1
N 2.906 0.557 0.049 -0.766
N 1.678 0.193 -0.136 0.218
O -0.746 -0.511 -0.083 -0.502
O -3.400 0.009 -0.117 -0.642
P 0.555 -0.885 0.549 -0.422
H 3.443 -0.279 0.227 0.183
H -2.616 0.184 -0.638 0.372
H 1.181 0.890 -0.554 0.256
H -3.001 -0.157 0.703 0.303
```

Output
Multiplicity ... 3
E_LUMO (spin up / spin down) ... 4.548 / 4.443 eV
HOMO level (spin up / spin down) ... -0.704 / -4.335 eV
Net charge ... -1

Entry from the Open Molecules 2025 dataset: a cluster of 2 separate species, H4N2O2S in total in a non-equilibrium geometry (ωB97M-V with the def2-TZVPD basis set).

```
9
Properties=species:S:1:pos:R:3:mulliken_charge:R:1
N -1.632 -1.204 0.088 -0.500
N 0.630 1.522 -0.269 -0.459
O 1.333 -0.040 1.313 -0.452
O 1.688 -0.824 -1.041 -0.451
S 0.917 -0.156 -0.063 0.828
H -1.827 -0.918 1.030 0.258
H -1.488 -2.166 -0.122 0.235
H -0.226 1.806 0.209 0.275
H 0.603 1.981 -1.145 0.265
```

Output
E_LUMO (spin up / spin down) ... -1.636 / -1.019 eV
HOMO level (spin up / spin down) ... -11.004 / -9.416 eV

Entry from the Open Molecules 2025 dataset: an isolated molecule of H4N2O2Si in a non-equilibrium geometry (ωB97M-V with the def2-TZVPD basis set).

```
9
Properties=species:S:1:pos:R:3:mulliken_charge:R:1
N -1.229 0.692 -0.194 -0.365
Si -0.429 -0.777 0.049 0.417
N 1.503 0.142 0.168 0.664
O 1.543 1.322 0.465 -0.537
O 2.442 -0.523 -0.201 -0.552
H -2.187 0.978 -0.121 0.240
H -0.627 1.451 -0.395 0.266
H -0.827 -1.834 -1.044 -0.056
H -0.189 -1.452 1.273 -0.076
```

Output
E_LUMO ... 0.012 eV
HOMO level ... -9.940 eV